Entry 1:
Molecular formula: C20H60O10
Method: DFT, the ωB97M-V functional and the def2-TZVPD basis

Results
SMILES = CCO.CCO.CCO.CCO.CCO.CCO.CCO.CCO.CCO.CCO
Gap between HOMO and LUMO = 9.939 eV
LUMO energy = 0.357 eV
Energy relative to the best compared isomer or geometry (same formula, charge and spin) = 3.174 eV
Charge = 0

```
90
C20H60O10 | the Open Molecules 2025 dataset | the ωB97M-V functional and the def2-TZVPD basis
C 0.25271 -2.46633 -3.31187
C 0.61303 -1.71966 -4.55771
O -0.59297 -1.64661 -5.34167
H -0.51999 -1.96537 -2.72543
H 1.08833 -2.31537 -2.62249
H 0.01337 -3.52716 -3.36550
H 1.25156 -2.36743 -5.15829
H 1.04618 -0.74875 -4.32039
H -1.17607 -0.99124 -4.94286
C 3.94965 0.27611 1.89918
C 5.09078 0.57354 2.85402
O 5.08025 1.98051 3.09333
H 2.96539 0.48446 2.32301
H 3.83057 -0.80322 1.78395
H 3.95860 0.78722 0.93696
H 5.97614 0.15400 2.37330
H 5.01972 0.03452 3.79879
H 5.74317 2.42498 2.55996
C 2.24084 1.69106 -3.59825
C 1.55295 2.09350 -2.24383
O 2.42387 1.56387 -1.23403
H 1.40704 1.30376 -4.18476
H 2.93540 0.85064 -3.57970
H 2.87259 2.43734 -4.08017
H 0.57477 1.61226 -2.23388
H 1.33678 3.14170 -2.03504
H 1.97946 0.91782 -0.67726
C -3.27248 -2.62557 -1.36933
C -2.80693 -4.09719 -1.61309
O -3.61800 -4.95993 -0.96032
H -3.05966 -2.32727 -0.34361
H -4.33545 -2.52331 -1.59001
H -2.76609 -2.00393 -2.10918
H -1.76923 -4.15046 -1.27675
H -2.73169 -4.30880 -2.68156
H -4.21696 -5.35831 -1.59542
C 0.58987 -1.07791 1.24504
C -0.57729 -0.91136 0.31114
O -0.16184 0.10309 -0.57024
H 1.49321 -1.50848 0.81141
H 0.34515 -1.75592 2.06353
H 0.86104 -0.11412 1.67490
H -1.48793 -0.60675 0.83119
H -0.85492 -1.77390 -0.29760
H -0.88195 0.44694 -1.10632
C -1.46598 4.55151 -2.58159
C -1.91487 3.64249 -1.42880
O -2.27242 2.33965 -1.87609
H -1.30617 5.52775 -2.11938
H -2.15618 4.77576 -3.39493
H -0.51072 4.22010 -2.98673
H -2.63895 4.01803 -0.70251
H -1.10933 3.56523 -0.69619
H -3.06977 2.30013 -2.41013
C -3.67743 -3.20053 4.26155
C -3.56830 -3.17549 2.68739
O -3.71729 -4.50965 2.20908
H -3.24209 -2.26730 4.61951
H -3.03665 -3.99112 4.65396
H -4.65840 -3.42344 4.67871
H -2.58340 -2.87496 2.32157
H -4.23096 -2.44224 2.22329
H -3.81060 -4.42792 1.25490
C -1.25228 2.25417 -5.59089
C -2.52194 1.44753 -5.29996
O -2.05237 0.52112 -4.31595
H -0.49230 1.79043 -6.22243
H -0.71924 2.61950 -4.71403
H -1.39890 3.11963 -6.24302
H -3.05996 1.10049 -6.18026
H -3.23122 2.08816 -4.77103
H -1.88395 0.95128 -3.47398
C 1.36192 -2.55312 5.83524
C 2.17173 -1.30871 5.46950
O 1.45767 -0.58559 4.42712
H 0.43569 -2.21624 6.30561
H 1.97854 -3.15309 6.50338
H 0.87442 -3.12346 5.04416
H 3.14508 -1.56403 5.04625
H 2.33587 -0.62022 6.29890
H 1.93063 0.23644 4.26231
C 1.51881 3.55095 3.03453
C 2.14542 3.51530 4.43303
O 2.83144 2.33498 4.65369
H 0.74251 4.31524 2.99917
H 0.95572 2.61901 2.94317
H 2.23458 3.47653 2.21638
H 1.42805 3.73427 5.22487
H 2.85795 4.32961 4.59412
H 3.51263 2.26888 3.97336
```


Entry 2:
Molecular formula: C8H16AlF6O12S4
Method: DFT, the ωB97M-V functional and the def2-TZVPD basis

Results
Gap between HOMO and LUMO = 2.843 eV
LUMO energy = -10.280 eV
Energy relative to the best compared isomer or geometry (same formula, charge and spin) = 0.000 eV
Charge = +1

```
47
C8H16AlF6O12S4 | the Open Molecules 2025 dataset | the ωB97M-V functional and the def2-TZVPD basis
Al -0.03194 1.78379 -0.48813
C 4.06485 4.76139 1.07916
F 4.03249 5.09936 -0.19658
F 5.31369 4.84516 1.50661
F 3.27599 5.49024 1.83742
S 3.56043 2.96148 1.21193
O 3.29784 2.72358 2.61287
O 2.31373 2.88487 0.43767
O 4.61978 2.16266 0.66896
C -3.17749 4.95794 -2.74940
F -3.67416 6.16728 -2.89584
F -3.78979 4.30997 -1.77269
F -3.27177 4.27126 -3.87996
S -1.36964 5.14119 -2.33462
O -0.89088 3.81408 -1.92923
O -0.73970 5.61541 -3.53678
O -1.30636 6.07247 -1.23077
O 0.03664 -3.15156 -0.00415
S 0.71405 -2.34527 -0.95744
O 0.41054 -0.94611 -1.08013
O 2.27392 -2.34816 -0.70198
C 2.91127 -3.58491 -0.26333
C 3.82943 -4.08700 -1.35608
C 0.61027 -3.10869 -2.56092
H 2.20207 -4.30854 0.14009
H 3.51489 -3.31416 0.60461
H 4.65007 -3.37676 -1.46491
H 3.33828 -4.17652 -2.32222
H 4.29794 -5.02846 -1.07087
H 1.00972 -4.10552 -2.38245
H 1.18827 -2.52803 -3.26809
H -0.45082 -3.18412 -2.78522
O -4.10001 0.43035 0.44412
S -3.06543 -0.45988 0.82609
O -1.67918 -0.14539 0.56315
O -3.22794 -0.73436 2.36631
C -2.19043 -1.51995 3.01346
C -2.73696 -2.07728 4.30196
C -3.40501 -2.06922 0.13470
H -1.34422 -0.85127 3.17192
H -1.82544 -2.34334 2.39494
H -2.78681 -1.30733 5.07001
H -2.20766 -2.95343 4.66436
H -3.76896 -2.39557 4.12991
H -2.55948 -2.70067 0.39014
H -3.54307 -1.91602 -0.93136
H -4.32298 -2.42495 0.59278
```


Entry 3:
Molecular formula: C56H82Cl18N10O2
Method: DFT, the ωB97M-V functional and the def2-TZVPD basis

Results
Gap between HOMO and LUMO (spin up / spin down) = 7.803 / 6.717 eV
LUMO energy (spin up / spin down) = 0.198 / -0.888 eV
Charge = 0
⟨S²⟩ = 2.0109
Multiplicity = 3

```
168
C56H82Cl18N10O2 | the Open Molecules 2025 dataset | the ωB97M-V functional and the def2-TZVPD basis
C -3.47297 -1.37248 4.75641
Cl -4.33601 0.20491 4.52461
Cl -3.67035 -2.01522 6.39668
Cl -1.74845 -1.23564 4.42554
H -3.93164 -2.04438 4.03097
C 4.19017 -2.99436 0.80974
Cl 4.33913 -4.12912 -0.56865
Cl 2.96370 -1.82240 0.36363
Cl 5.74110 -2.14679 1.22954
H 3.87037 -3.54812 1.69245
C 3.42394 -0.93653 -4.45101
Cl 1.80103 -1.20872 -3.85342
Cl 3.45903 0.03294 -5.91726
Cl 4.38804 -2.45222 -4.70028
H 3.94490 -0.46868 -3.61565
C -4.40564 4.33001 1.79644
Cl -3.15973 5.42769 1.08847
Cl -5.79495 5.27215 2.41188
Cl -3.59691 3.34187 3.03298
H -4.72592 3.67933 0.98272
C -5.63332 -0.73901 0.60745
Cl -4.39619 -2.00943 0.41958
Cl -4.72764 0.80070 0.67494
Cl -6.51741 -1.15528 2.12126
H -6.32490 -0.81118 -0.23196
C -0.00017 0.96711 0.71671
Cl -0.66431 2.66749 0.77389
Cl -1.05363 -0.26095 0.05260
Cl 0.54832 0.54598 2.32295
H 0.91474 1.08289 0.13565
C -2.50908 4.97681 -3.20386
C -2.54222 3.44600 -3.46317
C -3.65515 3.31127 -4.57957
C -3.78332 1.90460 -5.18534
C -2.43513 1.56964 -5.80330
C -1.21687 1.62674 -4.73262
N -1.25664 2.87737 -3.96706
O -0.17045 2.99991 -2.97940
C -1.18136 0.35547 -3.84802
C -0.06094 1.69473 -5.70491
C -3.03073 2.80339 -2.09493
H -3.49121 5.43865 -3.10270
H -1.93490 5.41872 -4.01817
H -1.94686 5.26199 -2.31465
H -4.61042 3.53831 -4.10629
H -3.37230 4.04960 -5.32988
H -4.60436 1.91294 -5.90221
H -3.96703 1.15577 -4.41489
H -2.14954 2.15179 -6.67946
H -2.58694 0.55060 -6.15912
H -1.04383 -0.49264 -4.51877
H -0.32700 0.29235 -3.17410
H -2.04565 0.28692 -3.18742
H 0.08290 2.72014 -6.04541
H 0.85054 1.36776 -5.20451
H -0.13694 1.00809 -6.54803
H -3.82070 3.36842 -1.60019
H -2.21221 2.82129 -1.37533
H -3.25748 1.74503 -2.22368
C -2.17042 -3.64059 -1.57726
C -2.35402 -4.91711 -2.45640
C -2.64212 -4.43501 -3.90172
C -1.33427 -4.00531 -4.72457
C -0.49206 -5.23419 -4.80896
C -0.12873 -5.81117 -3.44054
N -1.26362 -5.98620 -2.44291
O -0.99592 -6.58909 -1.12454
C 0.48813 -7.17122 -3.82238
C 1.04308 -4.97323 -2.87332
C -3.71135 -5.51889 -1.94305
H -3.01039 -2.95121 -1.66279
H -1.25956 -3.15331 -1.92512
H -2.01592 -3.85643 -0.52007
H -3.10663 -5.23344 -4.48038
H -3.41368 -3.67086 -3.99598
H -0.79653 -3.15384 -4.30755
H -1.63985 -3.60115 -5.68964
H 0.37043 -4.88536 -5.37687
H -1.03658 -5.93980 -5.43644
H 1.28339 -7.05622 -4.55889
H 1.01271 -7.61029 -2.97376
H -0.28469 -7.80438 -4.25820
H 0.69255 -3.95444 -2.70820
H 1.27277 -5.37756 -1.88748
H 1.92660 -4.93073 -3.51027
H -4.54885 -4.83465 -1.80694
H -3.65127 -6.06068 -0.99916
H -3.90550 -6.25657 -2.72165
N 2.98969 2.37769 -2.41902
C 3.87306 1.89209 -1.47622
C 5.09595 1.69516 -2.10694
C 5.03555 2.19775 -3.41302
C 3.69061 2.60703 -3.56671
H 2.02187 2.62538 -2.27039
H 3.51727 1.74045 -0.46785
H 5.99820 1.29800 -1.66579
H 5.81163 2.25565 -4.16185
H 3.18590 2.96418 -4.45222
N 1.37985 -5.39259 2.96096
C 0.83942 -4.79787 1.88979
C 0.66139 -3.48565 2.22870
C 0.86075 -3.31460 3.58260
C 1.33440 -4.51959 4.01242
H 1.78109 -6.31667 2.88897
H 0.81062 -5.25402 0.91127
H 0.39847 -2.68531 1.55288
H 0.76372 -2.39832 4.14600
H 1.71283 -4.86262 4.96401
N -0.30377 3.61536 6.66971
C -0.38747 3.65103 5.29215
C 0.86256 4.07805 4.78118
C 1.61020 4.51146 5.88039
C 0.86636 4.22819 7.05375
H -1.01476 3.19769 7.25292
H -1.24373 3.23534 4.78185
H 1.09375 4.23988 3.73870
H 2.60965 4.91517 5.81315
H 1.13445 4.23761 8.09990
N 3.20097 5.76409 -0.03856
C 2.49161 6.12813 1.03275
C 1.16156 5.83463 0.80738
C 1.04671 5.38855 -0.44580
C 2.34235 5.26420 -0.99694
H 4.18731 5.83529 -0.24390
H 3.03578 6.46868 1.90126
H 0.36160 5.92928 1.52676
H 0.17920 5.09422 -1.01782
H 2.60186 4.91758 -1.98635
N -7.20840 -0.45063 -3.54442
C -7.18640 -1.84343 -3.55459
C -5.87630 -2.15464 -3.17270
C -5.17285 -1.00726 -2.83088
C -6.07291 0.02352 -2.98868
H -7.96926 0.13406 -3.85956
H -7.97907 -2.49262 -3.89610
H -5.52622 -3.17568 -3.20892
H -4.13474 -0.87708 -2.56298
H -5.97740 1.09253 -2.86822
N 1.67206 1.20998 6.65720
C 2.00626 0.63676 7.83755
C 1.56918 -0.68252 7.84270
C 0.85102 -0.83932 6.72338
C 0.84659 0.35083 5.98159
H 1.80221 2.18369 6.42255
H 2.63932 1.15055 8.54582
H 1.63392 -1.44618 8.60366
H 0.25162 -1.69495 6.44953
H 0.36577 0.77132 5.11072
N 4.94393 1.65854 4.07822
C 6.02193 2.58367 4.23315
C 5.65658 3.80742 3.76139
C 4.34704 3.63828 3.30485
C 3.91993 2.29860 3.40386
H 4.86064 0.71576 4.43080
H 6.89647 2.10554 4.64904
H 6.24563 4.70295 3.89350
H 3.75480 4.46182 2.93411
H 2.95786 1.83265 3.24983
N 3.81837 -0.94178 5.61852
C 4.11028 -1.70514 4.51490
C 5.48039 -1.73682 4.40501
C 6.03444 -1.02016 5.41859
C 4.99097 -0.72565 6.25721
H 2.92862 -0.78115 6.06870
H 3.31730 -2.13202 3.91877
H 6.07186 -2.28447 3.68623
H 7.08124 -0.81943 5.59265
H 5.09261 -0.25938 7.22605
```